Entry 1:
Computed, not measured: CH2FNO3S as an isolated structure, with the ωB97M-V functional and the def2-TZVPD basis.

* HOMO level: -11.24 eV
* LUMO energy: 0.538 eV
* total energy: -817.77803 hartree
* energy relative to the best compared isomer or geometry (same formula, charge and spin): 141.6 kJ/mol
* frontier orbital gap: 0.4328 hartree

Element x y z (Å)
C 0.9920 -0.0633 0.1098
N 1.5939 0.5635 -0.7863
O 0.1056 0.4223 0.9968
O -2.3757 0.0501 1.2660
O -1.0911 -1.1924 -0.4445
F -1.4753 1.1926 -0.6384
S -1.3101 -0.0503 0.3611
H 1.1969 -1.0268 0.3184
H 2.3639 0.1044 -1.1828

Entry 2:
Computed, not measured: CH4ClMgO as an isolated structure, with the ωB97M-V functional and the def2-TZVPD basis.

* HOMO level: -11.97 eV
* LUMO energy: -9.188 eV
* total energy: -775.63169 hartree
* total charge: +1
* frontier orbital gap: 0.1021 hartree

Element x y z (Å)
Mg -1.0505 6.0670 2.8330
Cl -1.0292 3.3541 1.1275
C 0.3683 -1.8737 -0.8494
O 0.4640 -1.0831 0.3159
H 0.7040 -1.3417 -1.7396
H 1.0290 -2.7352 -0.7527
H -0.6546 -2.1947 -1.0463
H 0.1691 -0.1926 0.1117